1.
{"formula": "H34O17", "method": "ωB97M-V with the def2-TZVPD basis set", "e_lumo_ha": -0.0100, "energy_ev": -35359.5106, "homo_energy_ev": -10.68, "orbital_gap_ha": 0.3824, "largest_force_ev_per_a": 1.2, "symbols": ["O", "H", "H", "O", "H", "H", "O", "H", "H", "O", "H", "H", "O", "H", "H", "O", "H", "H", "O", "H", "H", "O", "H", "H", "O", "H", "H", "O", "H", "H", "O", "H", "H", "O", "H", "H", "O", "H", "H", "O", "H", "H", "O", "H", "H", "O", "H", "H", "O", "H", "H"], "positions_angstrom": [[-3.467, -0.158, 2.389], [-3.695, 0.284, 1.565], [-3.021, 0.481, 2.953], [-2.234, -2.752, 4.373], [-2.963, -2.412, 3.842], [-1.726, -1.958, 4.582], [-3.260, 2.825, 0.916], [-3.864, 3.570, 0.980], [-3.108, 2.750, -0.034], [-0.814, -0.171, 1.096], [-1.683, -0.170, 1.525], [-1.035, -0.763, 0.353], [1.575, 0.869, -1.801], [1.547, -0.095, -1.840], [0.652, 1.100, -1.608], [3.412, 2.190, 3.559], [4.242, 1.910, 3.143], [3.381, 1.632, 4.342], [1.792, -0.145, 3.198], [1.749, 0.756, 2.846], [1.016, -0.492, 2.724], [1.702, -4.781, -1.689], [1.252, -5.219, -0.963], [2.271, -4.105, -1.312], [0.190, -1.238, 5.498], [0.596, -0.391, 5.260], [0.606, -1.731, 4.795], [-2.323, -0.725, -1.044], [-1.994, 0.110, -1.369], [-3.201, -0.941, -1.409], [4.199, 0.467, -1.272], [3.364, 0.343, -0.819], [4.430, 1.395, -1.280], [-3.845, 1.538, -1.923], [-3.930, 2.033, -2.743], [-3.109, 0.927, -2.057], [4.954, 1.071, 1.524], [5.834, 0.964, 1.151], [4.572, 1.829, 1.070], [3.036, -3.583, -4.052], [3.098, -2.722, -3.640], [2.214, -3.999, -3.772], [0.851, 2.227, -4.356], [1.111, 1.694, -3.598], [1.618, 2.283, -4.929], [-0.746, 2.664, -2.400], [-1.429, 3.330, -2.326], [-0.432, 2.638, -3.330], [-4.338, -1.435, -2.764], [-5.250, -1.664, -2.570], [-3.799, -2.231, -2.786]], "atomic_forces_ev_per_a": [[0.187, -0.516, 0.066], [-0.049, 0.438, 0.103], [-0.227, 0.314, -0.133], [-0.144, 0.231, -0.185], [0.008, -0.089, -0.043], [0.201, -0.094, 0.260], [0.012, 0.069, -0.114], [-0.061, -0.001, 0.174], [-0.041, -0.286, -0.039], [0.068, -0.453, -0.247], [0.074, 0.089, 0.318], [0.326, 0.247, 0.310], [-0.803, -0.224, -0.177], [0.129, 0.018, -0.120], [0.119, 0.339, 0.236], [0.220, 0.093, 0.194], [-0.143, -0.084, -0.149], [-0.190, 0.024, 0.040], [-0.992, 0.168, -0.579], [0.694, 0.183, 0.354], [0.123, -0.382, 0.114], [-0.158, 0.000, -0.292], [0.068, 0.104, 0.105], [0.058, -0.118, 0.201], [0.094, 0.643, -0.252], [-0.232, 0.264, 0.394], [0.108, -0.939, -0.232], [0.038, -0.825, 0.249], [0.183, 0.136, 0.009], [0.205, 0.449, -0.210], [0.817, -0.737, -0.393], [-0.040, 0.593, 0.169], [-0.419, 0.133, 0.034], [0.095, 0.285, 0.174], [0.033, -0.111, -0.078], [-0.618, 0.454, -0.388], [0.103, 0.176, 0.323], [0.001, -0.061, -0.101], [-0.005, -0.060, -0.100], [0.190, -0.214, -0.356], [-0.174, 0.111, 0.115], [0.046, 0.131, 0.245], [-0.080, -0.045, -0.508], [0.620, -0.301, 0.278], [0.024, 0.034, -0.032], [-0.027, -0.585, -0.099], [-0.065, 0.157, -0.061], [-0.328, 0.488, 0.505], [0.283, 0.325, 0.062], [0.030, -0.276, 0.006], [-0.361, -0.297, -0.151]]}

***

2.
{"formula": "H34O17", "method": "ωB97M-V with the def2-TZVPD basis set", "s_squared": 0.758, "e_lumo_ha": [-0.1200, -0.3860], "energy_ev": -35348.5615, "charge": 1, "homo_energy_ev": [-13.51, -13.51], "orbital_gap_ha": [0.3763, 0.1104], "largest_force_ev_per_a": 2.3, "multiplicity": 2, "symbols": ["O", "H", "H", "O", "H", "H", "O", "H", "H", "O", "H", "H", "O", "H", "H", "O", "H", "H", "O", "H", "H", "O", "H", "H", "O", "H", "H", "O", "H", "H", "O", "H", "H", "O", "H", "H", "O", "H", "H", "O", "H", "H", "O", "H", "H", "O", "H", "H", "O", "H", "H"], "positions_angstrom": [[1.144, 3.884, 2.391], [0.335, 4.283, 2.061], [1.631, 3.671, 1.595], [-2.623, 1.463, 5.451], [-1.838, 1.485, 4.885], [-3.032, 0.660, 5.098], [1.605, 3.356, -0.598], [1.961, 2.478, -0.779], [2.296, 3.947, -0.914], [-2.085, -1.504, -3.380], [-1.599, -1.844, -2.619], [-1.432, -0.801, -3.528], [2.933, 1.324, 2.745], [2.800, 0.841, 3.566], [2.398, 2.118, 2.750], [-2.356, -1.967, 4.640], [-2.641, -2.778, 5.034], [-2.500, -2.175, 3.709], [-1.900, 1.067, 1.542], [-2.108, 1.230, 0.620], [-2.699, 0.693, 1.910], [-0.925, 3.157, -4.951], [-0.838, 2.276, -5.299], [-0.232, 3.281, -4.307], [5.245, 1.388, -0.046], [4.416, 1.032, 0.305], [5.769, 0.659, 0.305], [-2.544, 1.480, -2.726], [-2.719, 1.801, -3.614], [-2.897, 0.604, -2.582], [3.567, -2.409, -1.658], [4.419, -2.157, -1.967], [3.574, -3.277, -1.251], [0.494, 0.716, -3.385], [-0.102, 1.403, -3.095], [0.198, 0.042, -2.780], [0.035, 1.636, 3.493], [0.449, 2.530, 3.237], [-0.384, 1.532, 2.603], [-1.765, -1.237, -0.262], [-1.110, -1.940, -0.376], [-2.542, -1.589, -0.707], [1.876, -5.128, -1.664], [1.760, -5.779, -0.968], [1.034, -5.194, -2.129], [-3.124, -5.017, 0.468], [-3.011, -5.124, 1.406], [-3.513, -4.234, 0.094], [0.445, -1.744, -1.789], [1.078, -2.345, -2.182], [0.676, -1.088, -1.138]], "atomic_forces_ev_per_a": [[-0.471, -0.667, 0.910], [-0.137, 0.392, -0.125], [0.295, 0.034, -0.983], [0.279, -0.163, -0.774], [0.403, 0.255, 0.412], [-0.460, -0.292, 0.401], [0.119, -0.159, 0.512], [-0.056, -0.020, -0.176], [0.044, 0.161, -0.135], [0.679, 0.523, 0.564], [-0.229, -0.747, 0.162], [-0.451, 0.246, -0.923], [-0.281, -0.509, -0.599], [0.006, 0.129, 0.319], [0.122, 0.414, 0.459], [0.067, 0.625, -0.888], [-0.250, -0.744, 0.935], [0.162, 0.283, -0.113], [0.597, 0.465, 0.541], [0.109, -0.022, -0.426], [-0.220, -0.174, 0.140], [-0.704, 0.565, 0.058], [0.367, -0.552, -0.203], [0.353, -0.052, 0.083], [-0.566, -0.856, 0.584], [-0.454, 0.630, -0.260], [0.977, 0.209, -0.273], [0.671, 0.609, 0.778], [-0.217, -0.211, -0.138], [-0.284, -0.376, -0.593], [-1.617, 0.281, 0.429], [1.074, -0.117, -0.265], [0.344, -0.178, -0.218], [-0.034, 0.296, 0.042], [-0.429, 0.829, -0.204], [0.369, -1.090, 0.189], [0.374, 0.845, -0.593], [0.479, 0.467, 0.567], [-1.082, -1.223, -0.488], [-0.220, -0.187, 0.240], [0.073, 0.064, -0.056], [-0.141, 0.113, -0.076], [-0.311, 0.077, 0.014], [0.211, -0.151, 0.240], [0.115, 0.108, -0.212], [0.749, -1.317, -1.248], [-0.459, 0.858, 0.329], [-0.291, 0.444, 0.911], [-2.189, -0.207, -0.501], [1.194, 0.471, 0.609], [1.322, -0.385, 0.039]]}